# 1
A cluster of 4 separate species, C25H51N2O9S3 in total, computed with ωB97M-V with the def2-TZVPD basis set.

## Properties
charge	+1
Kohn-Sham gap	7.6	eV
M	619.889	g/mol

Positions of all 90 atoms, in Å:
1 C 1.16608 -4.89306 -1.43391
2 C 1.97527 -4.02352 -2.61092
3 C 1.02323 -2.77866 -3.14919
4 C 1.57331 -1.32189 -2.58890
5 C 0.42139 -0.58821 -1.63769
6 C 0.37195 -1.30481 -0.16244
7 N -0.89108 -0.85139 0.54722
8 C -1.14216 0.63295 0.39968
9 C -2.43662 1.03255 -0.52340
10 C -3.53629 -0.16429 -0.73747
11 C -4.33399 -0.98467 0.43708
12 C -5.47904 -2.16232 0.12188
13 C -5.88792 -2.57162 -1.41742
14 C -5.07462 -1.75781 -2.62439
15 C -3.93121 -0.57920 -2.30892
16 C -3.27722 0.14473 -3.63916
17 C 0.14442 1.49041 -0.18010
18 N 0.80419 0.87064 -1.39894
19 H 1.63128 -4.62331 -0.36815
20 H 1.35327 -6.04471 -1.66056
21 H 0.01680 -4.64706 -1.40013
22 H 2.27742 -4.74875 -3.50770
23 H 2.96729 -3.65372 -2.09475
24 H -0.09657 -2.88238 -2.76714
25 H 0.99985 -2.69999 -4.32451
26 H 2.55764 -1.45253 -1.94649
27 H 1.77764 -0.61129 -3.51914
28 H -0.60478 -0.69490 -2.19124
29 H 0.31157 -2.47854 -0.32667
30 H 1.36816 -1.03781 0.43296
31 H -0.66323 -0.97675 1.57951
32 H -1.33528 1.05387 1.49991
33 H -2.02251 1.49751 -1.53081
34 H -2.97682 1.93683 0.03844
35 H -4.13717 -0.75472 1.56784
36 H -6.04356 -2.69188 1.01137
37 H -6.69792 -3.35600 -1.73534
38 H -5.36895 -2.02242 -3.74233
39 H -3.00302 1.27240 -3.47266
40 H -4.11411 0.13927 -4.48977
41 H -2.38298 -0.50687 -4.06428
42 H 0.92471 1.79425 0.67079
43 H -0.30574 2.53190 -0.55136
44 H 0.62835 1.41532 -2.28735
45 H 1.85534 0.85890 -1.23204
46 O 0.85441 -8.22432 0.05982
47 S -0.37965 -8.95174 0.26634
48 O -0.68354 -9.60926 1.52016
49 O -0.57482 -10.02130 -0.94640
50 C 0.46525 -10.95225 -1.20793
51 C 0.47365 -12.07702 -0.18941
52 C -1.74015 -7.89044 -0.14981
53 H 1.43658 -10.44839 -1.25022
54 H 0.27665 -11.37311 -2.20159
55 H 0.74847 -11.70682 0.80291
56 H 1.19347 -12.85044 -0.47155
57 H -0.51968 -12.52847 -0.10218
58 H -1.54365 -7.42571 -1.11781
59 H -1.82033 -7.12486 0.62490
60 H -2.65546 -8.48468 -0.18105
61 O 5.06141 4.24651 -1.35399
62 S 4.03363 4.22636 -0.33518
63 O 2.62738 4.12152 -0.66416
64 O 4.24540 5.49985 0.65787
65 C 4.30300 6.80180 0.09359
66 C 2.92297 7.30329 -0.28928
67 C 4.42624 2.95689 0.84160
68 H 4.98488 6.82457 -0.76294
69 H 4.72317 7.46442 0.85810
70 H 2.50764 6.71891 -1.11589
71 H 2.96406 8.34980 -0.60400
72 H 2.22945 7.21055 0.55247
73 H 5.47331 3.05632 1.13379
74 H 4.26031 1.98954 0.36261
75 H 3.76834 3.06087 1.70660
76 O 0.06301 8.06137 2.35816
77 S -0.00755 7.39899 3.64306
78 O -1.12073 6.54832 4.00903
79 O 0.21907 8.50040 4.82133
80 C -0.61827 9.64700 4.85252
81 C -1.99473 9.31548 5.39845
82 C 1.49520 6.48869 3.89525
83 H -0.68519 10.10674 3.86091
84 H -0.13887 10.37636 5.51454
85 H -2.54067 8.65775 4.71536
86 H -2.58685 10.22458 5.53576
87 H -1.91606 8.79246 6.35677
88 H 2.34404 7.13647 3.66839
89 H 1.48713 5.63013 3.22032
90 H 1.53166 6.14646 4.93132

Atom charges from the Löwdin analysis, given in e for atoms 1 to 4: number 1, C, carries -0.144; number 2, C, carries -0.226; number 3, C, carries -0.192; number 4, C, carries -0.147


# 2
A cluster of 2 separate species, C25H51NO11S2 in total, computed with ωB97M-V with the def2-TZVPD basis set.

## Properties
Kohn-Sham gap	9.6	eV
SMILES	CCOCCO[C@]1(S(C)(=O)=O)[C@@H](O)OS(=O)(=O)[C@@H](CC)[C@@]1(CCCCCCCCOC)OCC.CN(C)C=O
M	605.813	g/mol

Positions of all 90 atoms, in Å:
1 C 7.02204 3.05592 4.97454
2 C 6.89590 1.52987 5.09358
3 O 6.51056 0.89774 3.88779
4 C 5.16835 1.13939 3.56833
5 C 4.89517 0.43367 2.24213
6 O 3.56907 -0.05297 2.08339
7 C 2.57581 0.69622 1.46964
8 S 3.11553 1.66974 0.00780
9 C 1.75013 2.38399 -0.88987
10 O 3.85167 0.77691 -0.83419
11 O 3.92469 2.78796 0.43127
12 C 2.12258 1.75769 2.51615
13 O 1.09989 2.60587 2.09049
14 O 1.89539 1.21573 3.79100
15 S 0.91017 -0.05729 3.91441
16 O 1.44644 -0.84460 4.96890
17 O -0.43771 0.32472 4.16148
18 C 1.07960 -1.07559 2.42103
19 C -0.12786 -2.01128 2.29279
20 C 0.23727 -3.50001 2.42045
21 C 1.46358 -0.34239 1.11392
22 C 2.12681 -1.45601 0.22445
23 C 1.66977 -1.48807 -1.23538
24 C 0.38261 -2.29742 -1.47845
25 C -0.42512 -1.67785 -2.62014
26 C -1.79105 -2.33523 -2.79433
27 C -2.67821 -1.66513 -3.85791
28 C -2.82714 -0.17008 -3.69761
29 C -3.77079 0.44484 -4.73441
30 O -4.26732 1.69317 -4.28809
31 C -3.30400 2.73193 -4.31018
32 O 0.42442 0.16870 0.32681
33 C -0.76862 0.71767 0.87937
34 C -1.92657 0.34004 -0.02155
35 H 6.16018 3.50700 5.45716
36 H 7.90819 3.39700 5.48944
37 H 6.99909 3.37704 3.94035
38 H 7.86199 1.12113 5.35759
39 H 6.19036 1.27110 5.88440
40 H 5.03853 2.21151 3.38992
41 H 4.46338 0.82457 4.33908
42 H 5.30544 1.04128 1.44471
43 H 5.53732 -0.43989 2.27687
44 H 1.60309 1.78782 -1.78041
45 H 2.02247 3.38620 -1.18704
46 H 0.82359 2.40632 -0.33611
47 H 2.99657 2.39060 2.63599
48 H 1.49434 3.42853 1.76674
49 H 1.89791 -1.72855 2.66364
50 H -0.68409 -1.82511 1.38593
51 H -0.80412 -1.78309 3.10722
52 H 0.12214 -3.99012 1.45902
53 H 1.22226 -3.67090 2.83703
54 H -0.46872 -3.97887 3.08700
55 H 3.20408 -1.36683 0.21717
56 H 1.90561 -2.43732 0.62743
57 H 2.45312 -2.02649 -1.76401
58 H 1.65156 -0.51927 -1.71007
59 H 0.67666 -3.27424 -1.84613
60 H -0.23592 -2.37034 -0.59230
61 H 0.13786 -1.77650 -3.54822
62 H -0.49009 -0.61138 -2.44007
63 H -1.60035 -3.34002 -3.16008
64 H -2.28361 -2.34974 -1.82483
65 H -2.24299 -1.92074 -4.82124
66 H -3.64814 -2.15138 -3.79308
67 H -3.24968 0.02925 -2.71411
68 H -1.87085 0.32847 -3.79130
69 H -4.60287 -0.21396 -4.95103
70 H -3.20126 0.58096 -5.65756
71 H -3.01974 2.99039 -3.29121
72 H -3.74583 3.59215 -4.80014
73 H -2.40211 2.45089 -4.85001
74 H -1.02558 0.42646 1.89221
75 H -0.73952 1.80131 0.86731
76 H -2.80194 0.83699 0.37722
77 H -1.77173 0.69392 -1.03270
78 H -2.12421 -0.72220 0.02292
79 C -7.16914 -1.86429 -2.50948
80 N -6.30152 -0.85695 -1.93250
81 C -6.16883 0.43134 -2.59710
82 C -5.61122 -1.07164 -0.79807
83 O -4.86976 -0.26019 -0.27694
84 H -6.82895 -2.11803 -3.51573
85 H -8.19230 -1.48755 -2.56618
86 H -7.15900 -2.76372 -1.89767
87 H -5.12812 0.60770 -2.86949
88 H -6.48238 1.23021 -1.92494
89 H -6.78511 0.44739 -3.49227
90 H -5.77911 -2.07611 -0.37194

Atom charges from the Löwdin analysis, given in e for atoms 1 to 4: number 1, C, carries -0.068; number 2, C, carries -0.255; number 3, O, carries -0.136; number 4, C, carries -0.200


# 3
A cluster of 5 separate species, C25H51NO16P2 in total, computed with ωB97M-V with the def2-TZVPD basis set.

## Properties
Kohn-Sham gap	8.5	eV
SMILES	CCOP(=O)(CCC[C@@H]1C[C@H](P(C)C)C(=O)N1)OCC.COC(=O)OC.COC(=O)OC.COC(=O)OC.COC(=O)OC
M	683.622	g/mol

Positions of all 95 atoms, in Å:
1 C -5.61344 3.38493 3.41255
2 C -4.58654 2.56672 4.16726
3 O -3.54524 2.10275 3.28390
4 P -3.56951 0.53666 2.97235
5 O -4.95028 0.06530 2.74818
6 C -2.81690 -0.42658 4.27426
7 C -1.41777 0.05696 4.72691
8 C -0.34351 -1.00843 4.50198
9 C 0.96469 -0.63203 5.18628
10 C 2.18365 -0.36733 4.30074
11 C 3.19366 0.01558 5.37478
12 P 4.98020 -0.16725 4.91643
13 C 5.79178 1.06335 6.00136
14 C 5.14737 0.60352 3.25915
15 C 2.87109 -1.13937 6.38172
16 O 3.66759 -1.69900 7.10754
17 N 1.48651 -1.51106 6.24646
18 O -2.68763 0.42424 1.63608
19 C -3.51659 0.83635 0.50185
20 C -2.61029 1.28880 -0.61530
21 H -6.08510 4.06157 4.12097
22 H -5.12360 3.99308 2.65791
23 H -6.36767 2.75736 2.95264
24 H -5.08747 1.74933 4.67618
25 H -4.10624 3.20070 4.90707
26 H -2.79211 -1.46446 3.95796
27 H -3.51011 -0.37237 5.10828
28 H -1.15278 0.99973 4.25278
29 H -1.46742 0.24764 5.79710
30 H -0.73573 -1.91833 4.95250
31 H -0.20238 -1.16962 3.43585
32 H 0.79116 0.33496 5.67511
33 H 2.51532 -1.25403 3.76581
34 H 1.85725 0.40958 3.61354
35 H 2.87890 0.96699 5.80103
36 H 5.46911 0.90594 7.02730
37 H 6.86951 0.94632 5.97445
38 H 5.53657 2.09013 5.73814
39 H 4.50163 0.14119 2.52123
40 H 6.16862 0.40417 2.94011
41 H 5.03520 1.68578 3.26147
42 H 1.09418 -1.27213 7.15108
43 H -4.09198 -0.02426 0.18268
44 H -4.17363 1.65279 0.77525
45 H -1.98365 0.48390 -0.98865
46 H -3.23930 1.59694 -1.44827
47 H -1.99909 2.13411 -0.31547
48 C 1.70443 3.10956 0.39616
49 O 2.48510 3.05123 -0.80038
50 C 3.77730 2.79522 -0.59992
51 O 4.29363 2.62275 0.46964
52 O 4.38761 2.75542 -1.78327
53 C 5.78921 2.47980 -1.69710
54 H 0.68590 3.32176 0.08544
55 H 1.73432 2.15588 0.91930
56 H 2.06056 3.90523 1.04709
57 H 5.95979 1.50557 -1.24488
58 H 6.29801 3.25460 -1.12756
59 H 6.16100 2.47502 -2.71714
60 C 2.21554 2.11280 -4.01906
61 O 1.36889 1.04435 -4.46781
62 C 1.79668 -0.16345 -4.12036
63 O 2.79511 -0.41158 -3.49937
64 O 0.92114 -1.06020 -4.57771
65 C 1.25360 -2.41753 -4.27304
66 H 1.75513 3.03585 -4.36006
67 H 2.27455 2.11975 -2.94175
68 H 3.20905 2.02371 -4.45327
69 H 1.29006 -2.57203 -3.19700
70 H 2.20609 -2.69069 -4.72347
71 H 0.46182 -3.02668 -4.69999
72 C -1.76493 -4.05557 -4.00179
73 O -1.24499 -3.89534 -2.68013
74 C -2.14952 -3.51726 -1.77913
75 O -3.31327 -3.31043 -1.99299
76 O -1.53773 -3.39909 -0.60393
77 C -2.39349 -2.99198 0.46663
78 H -0.92891 -4.36099 -4.62371
79 H -2.53372 -4.82532 -4.02124
80 H -2.16875 -3.11554 -4.37212
81 H -3.18076 -3.72483 0.63152
82 H -2.82167 -2.01464 0.25746
83 H -1.77582 -2.92319 1.35753
84 C -0.12093 -0.90922 -7.59751
85 O -1.16886 -1.88350 -7.64604
86 C -2.19132 -1.55166 -8.42715
87 O -2.29437 -0.54121 -9.06795
88 O -3.08802 -2.53700 -8.37739
89 C -4.24894 -2.31038 -9.17813
90 H 0.63628 -1.30149 -6.93275
91 H 0.30797 -0.75857 -8.58687
92 H -0.48910 0.03276 -7.19798
93 H -3.97918 -2.21448 -10.22786
94 H -4.77685 -1.41866 -8.84623
95 H -4.88570 -3.17986 -9.04523

Atom charges from the Löwdin analysis, given in e for atoms 1 to 4: number 1, C, carries -0.069; number 2, C, carries -0.274; number 3, O, carries -0.203; number 4, P, carries 0.464


Quick rundown of HOMO energy, same order as above: -10.5; -9.3; -8.2 eV
Quick rundown of E_LUMO, same order as above: -2.86; 0.31; 0.34 eV